Formula: C35H71BCrF4O25
Source: the OMol25 dataset
Level of theory: ωB97M-V/def2-TZVPD

Each line ends with the Löwdin charge.
Element x y z (Å)
Cr (3.405, -0.216, 0.991)  0.559
C (6.266, 1.609, -2.317)  -0.062
C (4.935, 1.748, -1.412)  -0.569
C (3.706, 1.697, -2.342)  -0.084
O (4.809, 0.846, -0.342)  -0.347
H (6.373, 2.555, -2.849)  0.053
H (6.228, 0.773, -3.015)  0.036
H (7.155, 1.416, -1.717)  0.056
H (4.978, 2.788, -1.091)  0.080
H (2.771, 2.052, -1.908)  0.053
H (3.635, 0.636, -2.578)  0.046
H (3.890, 2.303, -3.229)  0.067
B (0.724, -0.065, 0.929)  -1.488
F (1.510, -0.872, 1.667)  0.130
F (0.057, 0.816, 1.728)  0.172
F (1.631, 0.656, 0.176)  0.108
F (-0.081, -0.836, 0.171)  0.188
C (1.243, -9.393, 1.756)  -0.067
C (1.292, -8.495, 2.935)  -0.209
O (1.171, -7.059, 2.704)  0.041
C (1.726, -6.264, 3.628)  -0.649
O (2.279, -6.562, 4.636)  0.135
O (1.542, -5.056, 3.182)  -0.009
C (1.998, -3.867, 3.862)  0.010
H (0.445, -10.129, 1.848)  0.076
H (2.173, -9.949, 1.641)  0.079
H (0.975, -8.827, 0.864)  0.058
H (2.134, -8.621, 3.616)  0.119
H (0.429, -8.803, 3.526)  0.119
H (2.251, -3.085, 3.147)  0.081
H (2.844, -4.078, 4.516)  0.093
H (1.134, -3.647, 4.490)  0.101
C (4.479, -1.580, -4.081)  -0.054
C (4.923, -1.996, -2.661)  -0.174
O (4.101, -3.063, -2.175)  0.024
C (3.234, -2.747, -1.196)  -0.476
O (3.225, -1.674, -0.610)  0.041
O (2.323, -3.783, -1.055)  -0.028
C (1.202, -3.765, -0.141)  0.014
H (5.064, -0.778, -4.531)  0.067
H (3.485, -1.139, -3.997)  0.050
H (4.424, -2.263, -4.928)  0.070
H (4.995, -1.200, -1.920)  0.104
H (5.859, -2.545, -2.769)  0.120
H (0.615, -4.638, -0.425)  0.091
H (0.591, -2.867, -0.231)  0.080
H (1.666, -3.784, 0.845)  0.087
C (-3.254, 0.918, 4.319)  -0.040
C (-2.624, 0.088, 3.144)  -0.188
O (-3.660, -0.676, 2.558)  0.011
C (-4.469, -0.068, 1.663)  -0.577
O (-4.447, 1.107, 1.389)  0.126
O (-5.334, -0.990, 1.259)  -0.012
C (-6.520, -0.631, 0.599)  -0.038
H (-3.937, 1.661, 3.907)  0.067
H (-2.517, 1.639, 4.672)  0.061
H (-3.682, 0.300, 5.108)  0.075
H (-1.961, -0.756, 3.337)  0.132
H (-2.080, 0.679, 2.408)  0.089
H (-7.152, 0.101, 1.101)  0.101
H (-7.046, -1.576, 0.466)  0.097
H (-6.209, -0.251, -0.374)  0.077
C (-1.510, 9.116, 1.461)  -0.068
C (-1.153, 7.974, 2.431)  -0.218
O (-1.167, 6.750, 1.703)  0.006
C (-0.926, 5.617, 2.406)  -0.500
O (-0.238, 5.552, 3.491)  0.048
O (-1.486, 4.627, 1.711)  0.014
C (-1.103, 3.311, 2.073)  -0.026
H (-0.787, 9.240, 0.655)  0.074
H (-1.762, 10.030, 1.999)  0.076
H (-2.340, 8.789, 0.834)  0.070
H (-1.973, 7.804, 3.128)  0.127
H (-0.215, 8.246, 2.914)  0.123
H (-1.767, 2.896, 2.832)  0.087
H (-0.093, 3.323, 2.482)  0.086
H (-1.056, 2.720, 1.158)  0.090
C (-5.363, 4.464, -0.584)  -0.067
C (-4.949, 4.228, -2.042)  -0.197
O (-4.168, 3.040, -2.138)  -0.016
C (-4.763, 1.783, -2.052)  -0.459
O (-5.972, 1.504, -2.151)  0.081
O (-3.779, 0.813, -1.998)  -0.027
C (-2.386, 1.087, -1.764)  -0.013
H (-5.671, 5.475, -0.317)  0.066
H (-4.594, 4.355, 0.181)  0.073
H (-6.192, 3.890, -0.170)  0.074
H (-4.344, 5.075, -2.365)  0.119
H (-5.804, 4.177, -2.718)  0.119
H (-1.985, 1.826, -2.458)  0.092
H (-1.832, 0.154, -1.869)  0.070
H (-2.293, 1.523, -0.770)  0.095
C (2.422, 4.048, 0.314)  -0.045
C (3.460, 4.025, 1.391)  -0.203
O (2.995, 3.696, 2.699)  0.026
C (2.807, 2.393, 3.083)  -0.417
O (2.881, 1.356, 2.401)  0.041
O (2.651, 2.243, 4.456)  -0.019
C (2.198, 3.304, 5.270)  -0.064
H (2.930, 3.892, -0.637)  0.069
H (1.862, 4.983, 0.261)  0.073
H (1.667, 3.268, 0.407)  0.077
H (3.990, 4.976, 1.448)  0.124
H (4.278, 3.421, 1.000)  0.114
H (2.771, 4.226, 5.170)  0.088
H (2.313, 2.888, 6.271)  0.096
H (1.204, 3.605, 4.938)  0.083
C (0.154, -1.564, -3.686)  -0.028
C (0.561, -0.183, -3.195)  -0.213
O (-0.123, 0.711, -4.025)  0.015
C (0.413, 1.867, -4.471)  -0.544
O (1.470, 2.407, -4.217)  0.133
O (-0.499, 2.376, -5.292)  -0.001
C (-0.172, 3.482, -6.032)  -0.087
H (0.837, -2.343, -3.347)  0.075
H (0.089, -1.620, -4.773)  0.083
H (-0.843, -1.797, -3.312)  0.067
H (1.641, -0.046, -3.238)  0.100
H (0.301, -0.026, -2.148)  0.106
H (0.148, 4.324, -5.418)  0.098
H (-1.037, 3.794, -6.619)  0.093
H (0.613, 3.249, -6.751)  0.099
C (-0.856, -7.935, -1.195)  -0.067
C (-2.265, -7.317, -1.071)  -0.144
O (-2.191, -5.920, -1.536)  0.057
C (-2.540, -4.938, -0.816)  -0.685
O (-2.881, -5.075, 0.369)  0.078
O (-2.508, -3.869, -1.533)  0.039
C (-3.131, -2.664, -1.024)  0.004
H (-0.150, -7.434, -0.532)  0.063
H (-0.470, -7.815, -2.207)  0.076
H (-0.803, -8.997, -0.957)  0.071
H (-2.511, -7.396, -0.013)  0.114
H (-3.010, -7.875, -1.638)  0.119
H (-2.404, -1.865, -0.879)  0.076
H (-3.688, -2.755, -0.092)  0.090
H (-3.828, -2.284, -1.772)  0.097

For the largest force on an atom, the calculation gives 5.4 eV/Å. As for the LUMO energy (alpha / beta): 2.15 / 2.15 eV. Its charge is -1. The multiplicity is 6. The HOMO energy (alpha / beta) comes out at -1.9 / -4.4 eV. The orbital gap (alpha / beta) is 4.03 / 6.55 eV. The total energy comes out at -128606.594 eV.

=====

Formula: C27H34IN5O3PdSSe2
Source: the OMol25 dataset
Level of theory: ωB97M-V/def2-TZVPD

Each line ends with the Löwdin charge.
Element x y z (Å)
Pd (-0.729, 0.110, 0.253)  0.242
O (-6.477, 1.077, -0.560)  -0.057
C (-5.945, 0.120, 0.352)  -0.219
C (-4.415, 0.130, 0.273)  -0.588
C (-3.992, -0.429, -1.090)  -0.259
O (-4.229, -1.824, -1.203)  -0.087
C (-3.920, 1.574, 0.398)  -0.510
Se (-2.107, 1.836, 1.111)  0.548
C (-3.931, -0.731, 1.440)  -0.542
Se (-2.140, -1.496, 1.276)  0.656
H (-7.421, 0.925, -0.643)  0.088
H (-6.295, -0.887, 0.104)  0.127
H (-6.256, 0.360, 1.377)  0.128
H (-2.932, -0.202, -1.269)  0.082
H (-4.582, 0.063, -1.863)  0.127
H (-3.522, -2.256, -0.701)  0.010
H (-4.552, 2.116, 1.104)  0.064
H (-4.000, 2.076, -0.565)  0.061
H (-4.571, -1.609, 1.544)  0.065
H (-3.982, -0.155, 2.364)  0.057
C (-0.678, 5.550, -0.601)  -0.072
C (-0.121, 5.626, -2.020)  -0.410
C (-1.211, 5.373, -3.058)  -0.074
C (1.074, 4.690, -2.213)  -0.105
N (0.710, 3.283, -2.101)  -0.091
C (0.276, 2.410, -3.022)  -0.131
N (-0.058, 1.295, -2.426)  0.079
N (0.177, 1.522, -1.122)  -0.163
N (0.636, 2.697, -0.912)  0.065
H (-1.496, 6.262, -0.483)  0.082
H (0.088, 5.785, 0.140)  0.081
H (-1.066, 4.556, -0.370)  0.038
H (0.285, 6.630, -2.183)  0.135
H (-1.711, 4.419, -2.876)  0.079
H (-0.813, 5.368, -4.075)  0.077
H (-1.972, 6.151, -3.003)  0.081
H (1.833, 4.870, -1.454)  0.130
H (1.525, 4.828, -3.197)  0.128
H (0.224, 2.611, -4.077)  0.132
O (0.845, -1.463, -0.491)  -0.595
S (2.132, -2.162, -0.192)  1.016
C (2.482, -1.961, 1.557)  -0.375
C (1.486, -1.512, 2.401)  -0.106
C (1.761, -1.375, 3.752)  -0.075
C (3.023, -1.686, 4.237)  -0.075
C (4.019, -2.127, 3.374)  -0.082
C (3.755, -2.258, 2.019)  -0.096
C (1.719, -3.906, -0.130)  -0.364
C (2.728, -4.838, -0.318)  -0.090
C (2.417, -6.189, -0.258)  -0.080
C (1.108, -6.586, -0.029)  -0.079
C (0.105, -5.638, 0.136)  -0.059
C (0.405, -4.286, 0.083)  -0.058
H (0.519, -1.272, 1.977)  0.016
H (0.987, -1.019, 4.420)  0.114
H (3.238, -1.577, 5.292)  0.105
H (5.004, -2.360, 3.756)  0.106
H (4.529, -2.590, 1.337)  0.108
H (3.743, -4.514, -0.515)  0.105
H (3.194, -6.928, -0.402)  0.104
H (0.864, -7.639, 0.011)  0.104
H (-0.917, -5.952, 0.303)  0.110
H (-0.367, -3.534, 0.190)  0.058
I (1.606, 2.248, 2.429)  0.912
C (3.309, 1.430, 1.521)  -0.775
C (4.489, 1.339, 2.251)  -0.139
C (5.605, 0.829, 1.614)  -0.074
C (5.502, 0.427, 0.289)  -0.070
C (4.275, 0.554, -0.338)  -0.164
N (3.191, 1.048, 0.264)  0.028
H (4.522, 1.663, 3.281)  0.092
H (6.544, 0.743, 2.146)  0.110
H (6.351, 0.025, -0.246)  0.103
H (4.141, 0.242, -1.368)  0.107

For the largest force on an atom, the calculation gives 0.4 eV/Å. As for the LUMO energy: 0.33 eV. Its charge is 0. The HOMO energy comes out at -6.9 eV. The orbital gap is 7.21 eV. For the energy above the lowest of the compared OMol25 structures with the same formula, charge and spin, the calculation gives 0.52 kJ/mol. The total energy comes out at -195250.912 eV.